C3H3ClNO | the ωB97M-V functional and the def2-TZVPD basis

LUMO level (eV): -7.42
HOMO (Eh): -0.5981
Maximum force (eV/A): 5.53
E (hartree): -705.8179
Relative energy (zero: lowest compared OMol25 entry of this formula, charge and spin) (eV): 3.1096
Orbital gap (eV): 8.9
SMILES string: O=[N+]1C=C[C@H]1Cl

Geometry as ORCA input:
```
! wB97M-V def2-TZVPD RIJCOSX def2/J DEFGRID3
* xyz 1 1
Cl -2.144 1.182 -0.058
O -1.135 -1.991 -0.001
N -0.497 -1.043 0.167
C -0.677 0.373 0.465
C 1.064 -0.467 -0.511
C 0.631 0.726 -0.202
H 1.324 1.676 -0.424
H -0.507 0.460 1.543
H 1.941 -0.916 -0.980
*
```